Record 1
Below is C57H141N9O as an isolated structure at a distorted geometry, with properties calculated with ωB97M-V with the def2-TZVPD basis set.

Structure (XYZ):
```
208
Properties=species:S:1:pos:R:3:lowdin_charge:R:1
C -2.93 -1.04 2.68 -0.07
C -2.58 0.35 3.37 -0.19
N -1.74 0.32 4.59 -0.14
C -2.24 -0.69 5.53 -0.25
C -3.65 -0.42 6.08 -0.08
C -0.31 0.07 4.22 -0.21
C 0.30 1.31 3.59 -0.14
H -3.52 -1.66 3.35 0.10
H -2.09 -1.67 2.40 0.01
H -3.49 -0.91 1.75 0.03
H -2.20 1.04 2.62 0.06
H -3.48 0.89 3.65 0.12
H -2.12 -1.65 5.03 0.11
H -1.58 -0.69 6.39 0.11
H -3.71 0.57 6.54 0.07
H -4.48 -0.48 5.37 0.06
H -3.95 -1.10 6.89 0.07
H -0.22 -0.81 3.59 0.10
H 0.17 -0.10 5.19 0.09
H -0.33 1.64 2.76 0.08
H 1.31 1.13 3.22 0.03
H 0.35 2.05 4.38 0.10
C -1.88 -2.65 0.74 -0.09
C -2.79 -3.89 0.46 -0.14
N -3.96 -3.85 1.38 -0.15
C -4.78 -2.64 1.20 -0.20
C -5.68 -2.72 -0.10 -0.01
C -4.69 -5.15 1.57 -0.22
C -5.61 -5.05 2.82 -0.10
H -2.38 -1.76 0.36 -0.02
H -0.92 -2.70 0.23 0.08
H -1.76 -2.36 1.79 0.04
H -3.04 -3.96 -0.60 0.08
H -2.20 -4.74 0.78 0.11
H -5.35 -2.54 2.13 0.12
H -4.19 -1.73 1.23 -0.02
H -6.34 -1.87 -0.25 0.07
H -5.11 -2.60 -1.02 0.05
H -6.39 -3.55 -0.17 0.07
H -3.97 -5.91 1.88 0.10
H -5.23 -5.48 0.68 0.09
H -5.98 -6.00 3.21 0.06
H -6.51 -4.51 2.55 0.06
H -5.17 -4.49 3.64 0.07
C -1.47 4.84 2.16 -0.08
C 0.00 5.18 1.73 -0.24
N 1.11 4.81 2.61 -0.14
C 0.94 5.53 3.88 -0.24
C 2.16 5.48 4.79 -0.10
C 1.22 3.38 2.77 -0.25
C 1.48 2.61 1.48 -0.13
H -2.10 5.33 1.41 0.09
H -1.68 5.33 3.11 0.09
H -1.67 3.77 2.15 0.04
H 0.21 4.90 0.70 0.08
H 0.03 6.27 1.63 0.12
H 0.74 6.57 3.63 0.11
H 0.06 5.15 4.39 0.11
H 2.79 6.34 4.59 0.08
H 1.81 5.61 5.82 0.09
H 2.78 4.58 4.75 -0.02
H 0.38 2.89 3.26 0.05
H 2.08 3.19 3.41 0.06
H 2.13 3.24 0.87 0.09
H 0.59 2.26 0.96 0.05
H 2.08 1.72 1.63 -0.03
C 2.20 -1.04 -6.15 -0.07
C 1.79 -0.51 -4.77 -0.25
N 0.46 -1.01 -4.37 -0.09
C 0.03 -0.49 -3.04 -0.19
C -0.34 1.01 -3.09 -0.10
C 0.36 -2.52 -4.30 -0.17
C 1.21 -3.23 -3.23 -0.10
H 2.57 -2.05 -5.97 0.08
H 3.05 -0.55 -6.62 0.05
H 1.28 -0.96 -6.73 0.09
H 2.62 -0.65 -4.07 0.06
H 1.58 0.55 -4.88 0.09
H 0.76 -0.66 -2.25 0.06
H -0.87 -1.07 -2.84 0.07
H 0.56 1.60 -3.21 0.04
H -0.83 1.28 -2.15 -0.04
H -1.03 1.29 -3.89 0.13
H -0.65 -2.83 -4.05 0.05
H 0.58 -2.91 -5.30 0.11
H 1.03 -4.30 -3.35 0.08
H 2.29 -3.06 -3.29 0.10
H 0.90 -2.87 -2.25 0.02
C 4.34 0.65 -2.77 -0.10
C 4.49 -0.88 -2.91 -0.19
N 4.11 -1.59 -1.67 -0.12
C 4.87 -1.27 -0.47 -0.27
C 6.38 -1.17 -0.69 -0.09
C 2.61 -1.49 -1.44 -0.21
C 2.17 -2.44 -0.31 -0.04
H 3.39 0.96 -2.31 0.05
H 4.44 1.15 -3.73 0.04
H 5.08 1.01 -2.05 0.09
H 3.74 -1.11 -3.67 0.06
H 5.46 -1.14 -3.32 0.12
H 4.56 -0.43 0.14 0.08
H 4.80 -2.13 0.20 0.11
H 6.94 -1.05 0.25 0.07
H 6.79 -2.04 -1.21 0.08
H 6.70 -0.31 -1.28 0.06
H 2.12 -1.77 -2.38 0.04
H 2.35 -0.46 -1.19 0.08
H 2.39 -3.49 -0.49 0.10
H 1.11 -2.36 -0.05 0.07
H 2.64 -2.17 0.64 0.05
C -1.12 3.69 -0.05 -0.11
C -2.44 3.01 0.39 -0.18
N -2.46 1.63 -0.20 -0.14
C -3.51 0.82 0.46 -0.15
C -3.47 -0.64 0.00 -0.20
C -2.45 1.50 -1.68 -0.25
C -3.57 2.26 -2.35 -0.03
H -0.26 3.17 0.37 0.05
H -1.14 4.69 0.39 0.01
H -1.12 3.90 -1.12 0.10
H -2.42 3.01 1.48 0.07
H -3.30 3.61 0.08 0.12
H -3.37 0.82 1.54 0.07
H -4.52 1.18 0.24 0.12
H -4.01 -0.77 -0.93 0.09
H -2.44 -0.99 -0.13 0.03
H -3.92 -1.31 0.73 -0.05
H -2.34 0.50 -2.10 0.07
H -1.50 1.94 -1.98 0.04
H -4.51 2.06 -1.84 0.08
H -3.73 1.98 -3.39 0.08
H -3.36 3.33 -2.34 0.08
C 1.31 4.65 -4.17 -0.06
C 1.37 3.12 -4.25 -0.23
N 2.64 2.49 -3.78 -0.16
C 3.14 2.93 -2.47 -0.26
C 2.09 2.73 -1.43 -0.07
C 3.74 2.56 -4.68 -0.30
C 3.57 1.69 -5.93 -0.07
H 2.22 5.12 -4.52 0.07
H 1.14 4.91 -3.12 0.06
H 0.50 5.06 -4.77 0.07
H 0.55 2.67 -3.68 0.04
H 1.02 2.78 -5.22 0.12
H 3.97 2.32 -2.12 0.07
H 3.46 3.97 -2.46 0.13
H 2.49 3.05 -0.46 0.07
H 1.20 3.33 -1.59 0.09
H 1.81 1.68 -1.47 0.05
H 4.70 2.30 -4.23 0.10
H 3.94 3.58 -5.01 0.12
H 3.30 0.64 -5.78 0.00
H 4.50 1.76 -6.51 0.09
H 2.78 2.11 -6.56 0.08
C 2.82 2.99 5.23 -0.13
C 3.02 1.46 5.25 -0.18
N 2.51 0.71 4.11 -0.24
C 3.32 1.00 2.92 -0.17
C 2.73 0.32 1.70 -0.12
C 2.21 -0.66 4.45 -0.25
C 3.51 -1.48 4.70 -0.06
H 3.24 3.42 6.14 0.11
H 1.76 3.25 5.18 0.08
H 3.32 3.45 4.38 0.07
H 4.09 1.28 5.36 0.11
H 2.63 1.02 6.18 0.13
H 4.34 0.62 3.02 0.12
H 3.38 2.07 2.69 0.12
H 1.69 0.54 1.48 0.05
H 2.69 -0.77 1.73 0.08
H 3.33 0.54 0.82 0.09
H 1.51 -0.80 5.27 0.10
H 1.72 -1.24 3.67 0.11
H 4.13 -1.37 3.81 0.06
H 4.15 -1.13 5.51 0.07
H 3.33 -2.54 4.89 0.07
C -3.97 -5.53 -2.82 -0.08
C -3.28 -4.21 -3.19 -0.24
N -2.17 -3.87 -2.28 -0.16
C -1.16 -4.95 -2.40 -0.21
C -0.03 -4.80 -1.42 -0.11
C -1.79 -2.47 -2.54 -0.24
C -2.81 -1.51 -1.93 -0.12
H -3.43 -6.38 -3.22 0.07
H -4.87 -5.65 -3.42 0.07
H -4.24 -5.55 -1.76 0.07
H -2.95 -4.27 -4.23 0.12
H -3.98 -3.39 -3.08 0.10
H -1.60 -5.92 -2.18 0.11
H -0.74 -5.04 -3.40 0.11
H 0.64 -5.67 -1.42 0.09
H 0.64 -3.96 -1.58 -0.01
H -0.34 -4.78 -0.37 0.07
H -1.58 -2.36 -3.60 0.08
H -0.85 -2.28 -2.01 0.07
H -2.46 -0.48 -1.85 0.03
H -3.13 -1.99 -1.00 0.05
H -3.64 -1.33 -2.61 0.13
C -0.88 -0.25 1.26 -0.02
C -0.37 -0.47 -0.15 -0.29
O -0.48 -1.55 -0.68 -0.12
C 0.43 0.63 -0.77 -0.09
H -0.04 -0.25 1.95 0.09
H -1.42 -1.15 1.55 0.01
H -1.50 0.64 1.25 0.07
H 1.08 0.27 -1.56 0.03
H 0.98 1.21 -0.02 0.05
H -0.23 1.37 -1.23 0.05
```

For the molar mass, the calculation gives 968.817 g mol⁻¹. As for the energy above the lowest of the compared OMol25 structures with the same formula, charge and spin: 968.2 kcal per mole. As for the gap between HOMO and LUMO: 7.7656 eV. The HOMO energy comes out at -7.22 eV.

Record 2
Below is C57H142N9NiO19 as an isolated structure at a distorted geometry, with properties calculated with ωB97M-V with the def2-TZVPD basis set.

Structure (XYZ):
```
228
Properties=species:S:1:pos:R:3:mulliken_spin:R:1
Ni 0.86 -1.00 -3.47 1.79
C 0.70 -0.51 1.10 0.02
C 0.10 -0.06 -0.21 0.01
C 0.02 1.48 -0.26 0.00
O 0.64 -0.59 -1.43 0.17
H 1.68 -0.04 1.14 0.00
H 0.65 -1.59 1.09 -0.01
H 0.12 -0.07 1.92 -0.01
H -0.92 -0.41 -0.12 0.01
H -0.33 1.85 -1.22 0.00
H 1.01 1.94 -0.26 0.00
H -0.64 1.91 0.50 0.00
C -8.06 7.44 -1.26 0.00
O -7.48 6.17 -1.62 0.00
C -8.21 5.52 -2.64 0.00
C -7.58 4.19 -3.06 0.00
N -7.66 3.22 -1.98 0.00
C -7.10 1.94 -2.32 0.00
C -5.55 1.86 -2.09 0.00
O -5.07 2.14 -0.76 0.00
C -3.70 1.85 -0.55 0.00
H -9.03 7.29 -0.79 0.00
H -8.17 8.03 -2.17 0.00
H -7.40 7.96 -0.57 0.00
H -8.35 6.20 -3.48 0.00
H -9.20 5.33 -2.22 0.00
H -6.56 4.40 -3.38 0.00
H -8.14 3.76 -3.89 0.00
H -7.20 3.58 -1.17 0.00
H -7.27 1.63 -3.35 0.00
H -7.37 1.09 -1.69 0.00
H -5.03 2.39 -2.89 0.00
H -5.42 0.80 -2.33 0.00
H -3.10 2.40 -1.28 0.00
H -3.58 0.77 -0.65 0.00
H -3.60 2.25 0.46 0.00
C 3.47 0.86 -2.27 -0.01
O 2.98 0.01 -3.30 0.06
C 3.90 -1.07 -3.53 0.01
C 3.51 -2.29 -2.66 -0.04
N 2.15 -2.70 -3.11 0.01
C 1.49 -3.61 -2.12 -0.03
C 2.17 -5.03 -1.94 0.00
O 3.40 -4.84 -1.10 0.00
C 4.15 -6.02 -0.94 0.00
H 3.70 0.32 -1.35 0.00
H 2.82 1.71 -2.06 0.00
H 4.44 1.23 -2.58 0.00
H 4.92 -0.73 -3.33 0.00
H 3.89 -1.45 -4.55 0.00
H 3.45 -1.97 -1.62 0.01
H 4.14 -3.16 -2.83 0.00
H 2.24 -3.30 -3.91 0.00
H 0.47 -3.76 -2.47 0.02
H 1.52 -3.15 -1.14 0.00
H 2.49 -5.41 -2.90 0.00
H 1.40 -5.64 -1.46 0.00
H 4.28 -6.35 -1.97 0.00
H 3.68 -6.80 -0.34 0.00
H 5.16 -5.89 -0.54 0.00
C -5.85 0.20 8.32 0.00
O -4.60 -0.50 8.39 0.00
C -3.55 0.47 8.56 0.00
C -2.26 -0.11 7.99 0.00
N -2.19 -0.13 6.52 0.00
C -1.03 -0.91 6.03 0.00
C -1.17 -0.99 4.51 0.00
O -2.39 -1.67 4.20 0.00
C -2.67 -1.63 2.79 0.00
H -5.99 0.81 7.43 0.00
H -5.85 0.81 9.22 0.00
H -6.65 -0.55 8.35 0.00
H -3.36 0.61 9.63 0.00
H -3.83 1.45 8.17 0.00
H -2.02 -1.10 8.38 0.00
H -1.43 0.55 8.26 0.00
H -2.93 -0.72 6.17 0.00
H -0.94 -1.93 6.40 0.00
H -0.09 -0.43 6.31 0.00
H -0.31 -1.49 4.05 0.00
H -1.23 0.00 4.06 0.00
H -1.85 -2.03 2.19 0.00
H -2.85 -0.64 2.38 0.00
H -3.58 -2.19 2.56 0.00
C 1.04 5.80 -0.85 0.00
O 1.30 6.68 -1.88 0.00
C 1.31 8.02 -1.54 0.00
C 1.83 8.82 -2.75 0.00
N 1.79 10.23 -2.58 0.00
C 0.45 10.85 -2.61 0.00
C 0.59 12.35 -2.26 0.00
O 1.16 12.97 -3.41 0.00
C 1.44 14.34 -3.16 0.00
H 0.16 6.03 -0.26 0.00
H 1.83 5.69 -0.11 0.00
H 0.84 4.78 -1.19 0.00
H 2.01 8.17 -0.71 0.00
H 0.29 8.25 -1.22 0.00
H 1.16 8.53 -3.56 0.00
H 2.79 8.46 -3.11 0.00
H 2.46 10.64 -3.22 0.00
H -0.22 10.41 -1.87 0.00
H 0.02 10.64 -3.59 0.00
H 1.17 12.47 -1.34 0.00
H -0.45 12.66 -2.13 0.00
H 0.54 14.92 -3.02 0.00
H 1.99 14.79 -3.99 0.00
H 2.13 14.33 -2.32 0.00
C -5.32 -3.71 0.19 0.00
O -4.16 -3.27 -0.44 0.00
C -4.35 -2.27 -1.44 0.00
C -3.12 -2.04 -2.29 -0.01
N -3.10 -2.78 -3.53 0.00
C -3.13 -4.24 -3.27 0.00
C -3.12 -5.02 -4.55 0.00
O -3.66 -6.33 -4.32 0.00
C -3.85 -7.07 -5.50 0.00
H -5.83 -2.88 0.67 0.00
H -5.03 -4.43 0.96 0.00
H -5.96 -4.27 -0.49 0.00
H -4.66 -1.42 -0.84 0.00
H -5.18 -2.59 -2.07 0.00
H -2.20 -2.10 -1.70 0.00
H -3.10 -1.01 -2.64 0.00
H -2.22 -2.59 -4.00 0.00
H -3.94 -4.52 -2.60 0.00
H -2.22 -4.54 -2.74 0.00
H -2.07 -5.18 -4.79 0.00
H -3.61 -4.50 -5.38 0.00
H -4.33 -7.96 -5.11 0.00
H -2.93 -7.25 -6.05 0.00
H -4.42 -6.49 -6.24 0.00
C 2.32 -3.54 3.62 0.00
O 3.48 -2.75 4.04 0.00
C 4.31 -3.52 4.90 0.00
C 5.64 -2.83 5.17 0.00
N 6.48 -3.70 5.94 0.00
C 7.80 -3.12 6.31 0.00
C 7.82 -2.04 7.40 0.00
O 9.10 -1.48 7.48 0.00
C 9.25 -0.25 8.15 0.00
H 2.64 -4.12 2.75 0.00
H 1.58 -2.79 3.33 0.00
H 1.94 -4.24 4.35 0.00
H 4.51 -4.51 4.49 0.00
H 3.79 -3.65 5.85 0.00
H 5.41 -1.87 5.62 0.00
H 6.04 -2.73 4.16 0.00
H 5.96 -4.22 6.64 0.00
H 8.41 -2.89 5.44 0.00
H 8.48 -3.89 6.67 0.00
H 7.57 -2.53 8.34 0.00
H 7.08 -1.26 7.22 0.00
H 8.68 0.49 7.58 0.00
H 10.30 0.01 8.11 0.00
H 8.90 -0.18 9.19 0.00
C 6.92 -2.96 -1.45 0.00
O 6.02 -2.08 -0.82 0.00
C 5.78 -2.26 0.57 0.00
C 4.82 -1.18 1.05 0.00
N 5.37 0.14 0.92 0.00
C 4.46 1.17 1.27 0.00
C 5.10 2.57 1.15 0.00
O 5.08 2.81 -0.22 0.00
C 4.90 4.19 -0.54 0.00
H 6.50 -3.96 -1.38 0.00
H 7.94 -2.94 -1.07 0.00
H 7.08 -2.75 -2.51 0.00
H 6.73 -2.30 1.12 0.00
H 5.38 -3.26 0.69 0.00
H 4.58 -1.40 2.09 0.00
H 3.83 -1.25 0.61 0.00
H 5.93 0.32 0.10 0.00
H 4.25 0.93 2.31 0.00
H 3.55 1.12 0.68 0.00
H 6.14 2.55 1.47 0.00
H 4.53 3.30 1.74 0.00
H 3.98 4.58 -0.10 0.00
H 4.87 4.19 -1.63 0.00
H 5.69 4.78 -0.07 0.00
C -2.28 4.11 -3.27 0.00
O -1.71 2.88 -3.31 0.00
C -2.20 1.94 -4.20 0.00
C -1.33 0.69 -4.28 -0.01
N 0.11 0.96 -4.16 -0.02
C 0.55 1.57 -5.42 0.02
C 1.93 2.27 -5.23 0.00
O 2.01 3.15 -4.15 0.00
C 1.43 4.39 -4.37 0.00
H -3.23 4.14 -2.74 0.00
H -2.41 4.58 -4.24 0.00
H -1.63 4.78 -2.72 0.00
H -2.21 2.39 -5.19 0.00
H -3.14 1.53 -3.82 0.00
H -1.64 0.13 -5.16 -0.01
H -1.63 0.16 -3.38 0.01
H 0.19 1.77 -3.57 0.00
H -0.07 2.38 -5.80 0.00
H 0.61 0.82 -6.21 0.00
H 2.31 2.66 -6.17 0.00
H 2.66 1.48 -5.06 0.00
H 1.23 4.73 -3.35 0.00
H 0.50 4.36 -4.95 0.00
H 2.07 5.02 -4.99 0.00
C -4.25 -9.87 1.30 0.00
O -4.27 -8.47 1.06 0.00
C -3.84 -8.15 -0.25 0.00
C -3.05 -6.81 -0.11 0.00
N -1.62 -6.94 0.18 0.00
C -0.78 -5.76 0.17 0.00
C -1.08 -4.88 1.36 0.00
O -0.65 -5.60 2.51 0.00
C -1.13 -5.02 3.76 0.00
H -4.62 -9.95 2.33 0.00
H -3.23 -10.28 1.28 0.00
H -4.81 -10.49 0.60 0.00
H -4.65 -8.14 -0.97 0.00
H -3.12 -8.88 -0.63 0.00
H -3.53 -6.19 0.64 0.00
H -3.09 -6.40 -1.12 0.00
H -1.64 -7.37 1.09 0.00
H -0.89 -5.23 -0.78 0.00
H 0.27 -6.03 0.28 0.00
H -2.15 -4.69 1.45 0.00
H -0.57 -3.91 1.28 0.00
H -2.22 -4.97 3.84 0.00
H -0.60 -4.13 4.11 0.00
H -0.90 -5.77 4.51 0.00
```

For the molar mass, the calculation gives 1316.500 g mol⁻¹. The multiplicity is 3. As for the expectation value of S²: 2.01. As for the total charge: +1. As for the gap between HOMO and LUMO (alpha / beta): 6.7424 / 5.9350 eV. The HOMO energy (alpha / beta) comes out at -10.01 / -10.01 eV.